No. 1
Here is one molecule with the formula C20H34N4O2 in a non-equilibrium geometry from the Open Molecules 2025 dataset. Energies are from ωB97M-V/def2-TZVPD.

Properties
Kohn-Sham gap   9.3 eV
SMILES string   CCN1CCC[C@@H]1CNC(=O)CCc1nnc(CCC2CCCCC2)o1
Electronic energy   -1152.0229 Eh
HOMO level   -8.57 eV

Structure (ORCA input):
```
! wB97M-V def2-TZVPD RIJCOSX def2/J DEFGRID3
* xyz 0 1
C 2.039 -0.381 -2.909
C 0.926 -0.471 -3.947
N 0.232 0.793 -4.077
C 0.868 1.770 -4.937
C -0.203 2.840 -5.098
C -1.483 2.010 -5.216
C -1.183 0.716 -4.436
C -1.995 0.605 -3.138
N -1.545 1.639 -2.241
C -2.327 2.247 -1.339
O -3.522 2.046 -1.242
C -1.609 3.259 -0.442
C -0.257 2.761 0.090
C -0.366 1.341 0.500
N 0.195 0.324 -0.064
N -0.234 -0.780 0.586
C -1.034 -0.383 1.520
C -1.789 -1.215 2.484
C -0.992 -2.439 2.943
C 0.001 -2.148 4.074
C 1.073 -1.138 3.666
C 2.072 -0.906 4.797
C 2.727 -2.216 5.219
C 1.660 -3.218 5.648
C 0.669 -3.454 4.513
O -1.162 0.965 1.524
H 1.617 -0.118 -1.942
H 2.540 -1.341 -2.822
H 2.775 0.367 -3.193
H 0.207 -1.224 -3.617
H 1.338 -0.799 -4.919
H 1.779 2.149 -4.469
H 1.138 1.341 -5.919
H -0.033 3.476 -5.964
H -0.239 3.465 -4.206
H -2.346 2.531 -4.806
H -1.688 1.778 -6.261
H -1.402 -0.165 -5.060
H -3.064 0.730 -3.316
H -1.828 -0.379 -2.681
H -0.540 1.754 -2.267
H -1.466 4.185 -1.004
H -2.284 3.470 0.388
H 0.038 3.368 0.949
H 0.525 2.828 -0.666
H -2.704 -1.546 1.984
H -2.081 -0.591 3.332
H -1.695 -3.198 3.292
H -0.457 -2.841 2.081
H -0.554 -1.740 4.928
H 0.609 -0.185 3.405
H 1.596 -1.508 2.781
H 2.834 -0.194 4.473
H 1.552 -0.471 5.654
H 3.425 -2.037 6.039
H 3.292 -2.625 4.379
H 2.127 -4.163 5.933
H 1.129 -2.830 6.521
H -0.094 -4.168 4.832
H 1.195 -3.887 3.659
*
```

These are the natural (NBO) partial charges, in e, on atoms 1 to 4:
1. C -0.623
2. C -0.205
3. N -0.472
4. C -0.212

No. 2
Here is one molecule with the formula C23H26N2O3S from the Open Molecules 2025 dataset. Energies are from ωB97M-V/def2-TZVPD.

Properties
Kohn-Sham gap   8.2 eV
SMILES string   CCOCCCNC(=O)CN1C(=O)/C(=C\c2ccc(C)cc2)Sc2ccccc21
Electronic energy   -1625.4861 Eh
HOMO level   -7.94 eV

Structure (ORCA input):
```
! wB97M-V def2-TZVPD RIJCOSX def2/J DEFGRID3
* xyz 0 1
C -0.119 -3.191 -0.432
C 1.364 -3.506 -0.334
O 2.103 -2.307 -0.209
C 3.497 -2.524 -0.232
C 4.244 -1.226 0.068
C 4.010 -0.748 1.501
N 2.655 -0.275 1.651
C 2.353 0.931 2.155
O 3.146 1.662 2.710
C 0.882 1.304 1.947
N 0.527 1.180 0.542
C -0.500 0.330 0.236
O -1.062 -0.325 1.097
C -0.876 0.209 -1.189
C -2.128 0.078 -1.646
C -3.344 0.248 -0.869
C -3.447 1.188 0.156
C -4.622 1.327 0.864
C -5.731 0.537 0.578
C -6.991 0.678 1.375
C -5.635 -0.386 -0.457
C -4.465 -0.522 -1.177
S 0.494 -0.022 -2.283
C 1.493 1.308 -1.698
C 2.417 1.859 -2.576
C 3.196 2.931 -2.188
C 3.027 3.471 -0.924
C 2.118 2.918 -0.042
C 1.350 1.810 -0.402
H -0.324 -2.642 -1.347
H -0.687 -4.116 -0.441
H -0.441 -2.587 0.412
H 1.697 -4.048 -1.232
H 1.563 -4.148 0.540
H 3.765 -3.287 0.517
H 3.792 -2.906 -1.222
H 5.309 -1.402 -0.085
H 3.915 -0.454 -0.629
H 4.672 0.085 1.751
H 4.201 -1.568 2.204
H 1.956 -0.838 1.182
H 0.237 0.612 2.496
H 0.704 2.318 2.313
H -2.262 -0.179 -2.690
H -2.608 1.829 0.380
H -4.685 2.062 1.654
H -6.884 0.164 2.331
H -7.202 1.725 1.582
H -7.837 0.244 0.848
H -6.488 -1.002 -0.702
H -4.407 -1.247 -1.976
H 2.511 1.431 -3.562
H 3.918 3.348 -2.872
H 3.611 4.323 -0.613
H 2.020 3.348 0.939
*
```

These are the natural (NBO) partial charges, in e, on atoms 1 to 4:
1. C -0.631
2. C -0.052
3. O -0.570
4. C -0.056

No. 3
Here is C24H37Cl2FN3OOsS2 as an isolated structure from the Open Molecules 2025 dataset. Energies are from ωB97M-V/def2-TZVPD.

Properties
Kohn-Sham gap (spin up / spin down)   7.3 / 5.5 eV
Electronic energy   -3082.5037 Eh
HOMO level (spin up / spin down)   -16.42 / -16.57 eV

Structure (ORCA input):
```
! wB97M-V def2-TZVPD RIJCOSX def2/J DEFGRID3
* xyz 3 5
Os -1.130 0.827 0.235
C 1.427 -0.365 -2.592
C 1.368 1.155 -2.451
C -0.035 1.719 -2.650
C 2.052 1.707 -1.210
C 2.992 2.710 -1.410
C 3.754 3.212 -0.365
C 3.581 2.715 0.911
C 2.637 1.729 1.191
C 2.449 1.341 2.649
C 2.326 2.583 3.552
C 3.613 0.480 3.156
C 1.879 1.227 0.107
N 0.853 0.265 0.398
C 1.203 -0.944 0.897
C 2.465 -1.541 0.650
C 2.744 -2.795 1.143
C 1.808 -3.474 1.925
C 0.559 -2.908 2.208
C 0.286 -1.683 1.677
F -0.906 -1.073 1.943
H 1.154 -0.645 -3.612
H 0.753 -0.878 -1.907
H 2.438 -0.733 -2.420
H 1.951 1.554 -3.286
H -0.739 1.409 -1.841
H -0.488 1.352 -3.573
H -0.042 2.807 -2.659
H 3.161 3.079 -2.414
H 4.492 3.980 -0.554
H 4.182 3.106 1.721
H 1.529 0.761 2.755
H 3.308 2.932 3.871
H 1.767 2.338 4.455
H 1.831 3.418 3.055
H 4.564 0.984 2.978
H 3.656 -0.494 2.673
H 3.519 0.323 4.230
H 3.186 -0.999 0.053
H 3.700 -3.255 0.932
H 2.048 -4.448 2.330
H -0.161 -3.405 2.843
N -5.622 0.380 -0.161
C -4.651 1.090 -0.697
N -4.699 1.495 -1.949
S -3.349 1.619 0.366
H -6.491 0.201 -0.650
H -5.601 0.170 0.827
H -5.520 1.363 -2.527
H -3.985 2.111 -2.303
C -4.184 -3.685 -0.534
C -2.969 -2.876 -0.098
S -2.568 -1.646 -1.343
O -1.320 -0.908 -0.708
C -1.759 -2.588 -2.646
C -0.697 -3.572 -2.192
H -4.395 -4.438 0.223
H -4.008 -4.212 -1.472
H -5.069 -3.061 -0.651
H -2.086 -3.494 0.061
H -3.151 -2.295 0.810
H -1.351 -1.803 -3.286
H -2.580 -3.055 -3.197
H 0.030 -3.102 -1.529
H -0.165 -3.919 -3.078
H -1.123 -4.449 -1.710
Cl -1.135 4.504 -0.261
C -0.901 4.279 1.436
Cl -0.670 2.491 1.904
H -1.756 4.608 2.017
H 0.038 4.718 1.755
*
```

These are the Mulliken partial charges, in e, on atoms 1 to 4:
1. Os 1.933
2. C -1.246
3. C 0.210
4. C -1.218

No. 4
Here is a 2-piece molecular cluster, C4H13NO overall in a non-equilibrium geometry from the Open Molecules 2025 dataset. Energies are from ωB97M-V/def2-TZVPD.

Properties
Kohn-Sham gap   10.5 eV
SMILES string   CCC.NCO
Electronic energy   -290.1662 Eh
HOMO level   -9.49 eV

Structure (ORCA input):
```
! wB97M-V def2-TZVPD RIJCOSX def2/J DEFGRID3
* xyz 0 1
C -1.111 -1.539 1.246
C -1.883 -0.444 1.947
C -2.276 0.705 1.034
H -0.112 -1.136 1.052
H -1.089 -2.486 1.775
H -1.509 -1.728 0.243
H -2.801 -0.911 2.328
H -1.344 -0.107 2.833
H -3.099 1.279 1.461
H -2.753 0.268 0.150
H -1.452 1.361 0.770
N 2.664 -0.089 -0.753
C 1.481 0.689 -0.994
O 1.131 0.676 -2.347
H 3.234 -0.179 -1.584
H 3.266 0.309 -0.047
H 1.516 1.768 -0.813
H 0.628 0.267 -0.452
H 0.808 -0.210 -2.550
*
```

These are the natural (NBO) partial charges, in e, on atoms 1 to 4:
1. C -0.604
2. C -0.396
3. C -0.608
4. H 0.199